Entry 1:
Computed, not measured: C36H44AuN5OS as an isolated structure in a non-equilibrium geometry, with the ωB97M-V functional and the def2-TZVPD basis.

CARTESIAN COORDINATES (ANGSTROEM)
Au: 6.494 13.592 13.336
C: 8.290 11.181 18.822
C: 6.995 12.017 18.807
C: 6.833 12.925 17.631
C: 6.890 14.321 17.608
C: 7.214 15.247 18.758
C: 8.631 15.824 18.651
C: 6.661 14.736 16.224
C: 6.522 16.062 15.797
C: 6.296 16.441 14.492
C: 5.844 17.772 14.073
C: 5.457 18.908 14.994
C: 4.057 18.755 15.629
C: 5.766 17.766 12.685
C: 6.205 16.452 12.238
C: 6.457 16.074 10.927
C: 6.626 14.753 10.495
N: 6.375 13.634 11.300
C: 6.575 12.492 10.482
C: 6.387 11.154 10.925
C: 6.297 10.725 12.254
N: 6.551 11.513 13.373
C: 6.261 10.727 14.513
C: 6.426 11.150 15.834
C: 6.621 12.490 16.249
N: 6.516 13.612 15.411
C: 5.882 9.402 14.088
C: 5.904 9.393 12.681
C: 5.517 8.266 11.734
C: 4.176 8.516 11.026
C: 5.515 8.243 15.010
C: 6.756 7.496 15.505
C: 6.845 12.930 9.125
C: 6.913 14.324 9.124
C: 7.109 15.255 7.966
C: 5.784 15.693 7.301
C: 7.018 12.018 7.959
C: 8.377 11.298 7.900
N: 6.500 15.652 13.348
C: 5.375 18.936 11.775
C: 6.579 19.747 11.317
H: 8.320 10.526 19.700
H: 8.382 10.570 17.921
H: 9.163 11.865 18.866
H: 6.129 11.332 18.838
H: 6.960 12.625 19.721
H: 6.478 16.091 18.768
H: 7.070 14.752 19.726
H: 8.792 16.277 17.660
H: 8.832 16.592 19.403
H: 9.413 15.041 18.749
H: 6.607 16.839 16.541
H: 6.181 18.969 15.825
H: 5.515 19.887 14.434
H: 4.006 17.803 16.208
H: 3.813 19.614 16.266
H: 3.310 18.683 14.822
H: 6.512 16.866 10.173
H: 6.384 10.382 10.143
H: 6.446 10.387 16.612
H: 6.313 8.174 10.968
H: 5.515 7.331 12.309
H: 4.127 9.546 10.608
H: 4.006 7.831 10.178
H: 3.338 8.408 11.747
H: 4.961 8.689 15.873
H: 4.810 7.542 14.500
H: 7.423 8.180 16.068
H: 6.503 6.649 16.164
H: 7.334 7.066 14.674
H: 7.686 16.152 8.298
H: 7.718 14.753 7.186
H: 5.143 16.251 8.014
H: 5.940 16.340 6.412
H: 5.221 14.791 6.959
H: 6.225 11.240 7.972
H: 6.860 12.607 7.014
H: 8.515 10.724 8.822
H: 8.422 10.615 7.043
H: 9.216 12.011 7.788
H: 4.850 18.520 10.897
H: 4.635 19.571 12.279
H: 7.391 19.084 10.961
H: 6.333 20.447 10.514
H: 6.998 20.315 12.166
O: 9.196 16.451 13.284
S: 9.910 15.159 13.405
N: 9.347 13.800 13.335

**Spin multiplicity**: 3
**HOMO (alpha / beta)**: -5.52 / -6.42 eV
**Total charge**: 0
**E_tot**: -62068.5714 eV
**⟨S²⟩**: 2.132

Results of the Mulliken charge analysis, in e, for atoms 1 through 2: Au 1.731; C -1.026


Entry 2:
Computed, not measured: C4H5LuO6 as an isolated structure in a non-equilibrium geometry, with the ωB97M-V functional and the def2-TZVPD basis.

CARTESIAN COORDINATES (ANGSTROEM)
C: 0.629 -0.133 -1.126
C: -0.806 0.183 -0.758
O: -0.937 -0.137 0.654
O: 1.477 -0.009 0.002
H: 0.950 0.588 -1.888
H: 0.677 -1.165 -1.508
H: -1.511 -0.440 -1.318
H: -1.000 1.257 -0.867
H: 0.730 -0.093 0.854
C: -2.138 0.054 1.254
O: -3.155 0.285 0.572
O: -2.207 -0.337 2.453
Lu: -4.524 -0.436 2.809
O: 3.864 0.044 -1.513
O: 4.233 0.225 0.720
C: 3.717 0.116 -0.340

**Energy above the lowest of the compared OMol25 structures with the same formula, charge and spin**: 0.0000 eV
**Spin multiplicity**: 1
**HOMO**: -15.28 eV
**Total charge**: +2
**E_tot**: -50111.8184 eV

Results of the Mulliken charge analysis, in e, for atoms 1 through 2: C -0.341; C -0.409


Entry 3:
Computed, not measured: a 5-piece molecular cluster, CH12NO5 overall in a non-equilibrium geometry, with the ωB97M-V functional and the def2-TZVPD basis.

CARTESIAN COORDINATES (ANGSTROEM)
N: -1.109 -1.712 0.606
C: -1.126 -1.032 -0.674
O: -0.234 -0.036 -0.888
H: -0.128 -1.672 0.866
H: -1.507 -1.121 1.352
H: -0.961 -2.014 -1.281
H: -2.109 -0.685 -0.958
H: 2.502 -0.155 1.582
H: 1.975 0.995 2.270
O: 2.818 0.544 2.181
H: -0.850 1.180 -0.119
H: -1.177 1.661 1.355
O: -1.482 1.669 0.446
H: 1.040 -0.454 -0.280
H: 1.978 -1.521 0.517
O: 2.049 -0.728 0.002
H: -0.903 1.445 -1.716
H: -0.069 1.509 -2.827
O: -0.707 2.129 -2.436

**Energy above the lowest of the compared OMol25 structures with the same formula, charge and spin**: 0.8057 eV
**Spin multiplicity**: 1
**HOMO**: -5.16 eV
**Total charge**: -1
**E_tot**: -12960.1583 eV

Results of the Mulliken charge analysis, in e, for atoms 1 through 2: N -0.702; C -0.349


Entry 4:
Computed, not measured: a 3-piece molecular cluster, C2H5NO2 overall in a non-equilibrium geometry, with the ωB97M-V functional and the def2-TZVPD basis.

CARTESIAN COORDINATES (ANGSTROEM)
C: 0.278 -0.368 0.367
C: -0.945 0.417 0.078
H: 2.023 -0.161 -1.379
H: 1.467 1.656 -0.092
H: 0.144 -1.278 -0.292
H: 0.367 -0.584 1.491
H: -1.986 -1.234 -0.099
N: 1.621 0.149 -0.026
O: -2.131 -0.249 -0.135
O: -0.837 1.651 0.087

**Energy above the lowest of the compared OMol25 structures with the same formula, charge and spin**: 4.9637 eV
**Spin multiplicity**: 1
**HOMO**: -9.86 eV
**Total charge**: 0
**E_tot**: -7735.7877 eV

Results of the Mulliken charge analysis, in e, for atoms 1 through 2: C -0.452; C 0.726


Entry 5:
Computed, not measured: C23H49IrN3P4S as an isolated structure in a non-equilibrium geometry, with the ωB97M-V functional and the def2-TZVPD basis.

CARTESIAN COORDINATES (ANGSTROEM)
Ir: 0.318 1.173 -0.227
P: 2.206 1.398 1.051
P: -1.534 2.198 0.029
P: 1.162 1.788 -2.232
H: 0.123 -3.131 0.000
C: 0.977 -2.912 -0.628
C: 1.944 -2.083 -0.229
H: 2.129 -1.846 0.843
C: 2.636 0.699 2.679
C: 1.902 3.145 1.480
C: 3.795 1.242 0.152
C: -2.922 1.338 -0.733
C: -1.901 2.474 1.809
C: -1.232 3.834 -0.682
C: 2.372 0.621 -2.958
C: 2.004 3.409 -2.072
C: -0.103 2.241 -3.431
H: 0.900 -3.225 -1.670
H: 2.599 -1.504 -0.922
H: 2.283 -0.328 2.775
H: 2.188 1.296 3.474
H: 3.717 0.690 2.851
H: 0.919 3.206 1.950
H: 1.902 3.783 0.598
H: 2.650 3.502 2.189
H: 3.778 0.378 -0.525
H: 4.645 1.081 0.833
H: 4.037 2.117 -0.461
H: -3.858 1.706 -0.289
H: -2.850 0.250 -0.578
H: -2.938 1.523 -1.814
H: -2.495 3.395 1.878
H: -0.953 2.590 2.363
H: -2.473 1.613 2.198
H: -2.101 4.448 -0.425
H: -1.106 3.748 -1.769
H: -0.316 4.248 -0.234
H: 2.110 0.534 -4.017
H: 2.353 -0.389 -2.524
H: 3.372 1.062 -2.845
H: 2.261 3.645 -3.104
H: 2.900 3.361 -1.458
H: 1.298 4.152 -1.695
H: 0.060 1.695 -4.368
H: 0.044 3.318 -3.605
H: -1.154 2.078 -3.136
C: -0.596 -1.861 -4.147
C: -1.718 -1.861 -5.028
C: -1.786 -2.807 -6.046
C: -0.723 -3.730 -6.184
C: 0.297 -3.849 -5.214
C: 0.373 -2.904 -4.207
S: -0.531 -0.737 -2.922
H: -0.385 0.464 1.407
H: -2.522 -1.149 -4.891
H: -2.650 -2.887 -6.727
H: -0.738 -4.430 -7.027
H: 1.011 -4.690 -5.278
H: 1.202 -2.943 -3.512
C: -0.583 -2.016 5.059
N: -1.353 -0.774 4.836
C: -2.742 -1.119 4.349
N: -2.740 -2.003 3.162
C: -1.929 -3.211 3.450
N: -0.530 -2.883 3.907
C: 0.301 -2.314 2.801
P: -0.580 -0.839 2.371
C: -0.659 0.124 3.943
C: -2.312 -1.349 1.974
H: -1.081 -2.548 5.878
H: 0.421 -1.702 5.327
H: -3.286 -0.191 4.103
H: -3.233 -1.681 5.165
H: -1.884 -3.808 2.524
H: -2.421 -3.733 4.290
H: 1.256 -2.054 3.246
H: 0.470 -2.978 1.945
H: -1.184 1.079 3.818
H: 0.366 0.317 4.283
H: -2.270 -2.024 1.115
H: -2.909 -0.470 1.710

**Energy above the lowest of the compared OMol25 structures with the same formula, charge and spin**: 0.9676 eV
**Spin multiplicity**: 6
**HOMO (alpha / beta)**: -18.12 / -18.80 eV
**Total charge**: +4
**E_tot**: -79899.8910 eV
**⟨S²⟩**: 8.787

Results of the Mulliken charge analysis, in e, for atoms 1 through 2: Ir 0.575; P 0.792


Q: Which formula does entry 3 have?
A: CH12NO5


Q: Which value of E_tot does entry 3 give?
A: -12960.1583 eV


Q: Look up the spin multiplicity of the second one.
A: 1